Entry 1:
Below is C6H13CeO5 as an isolated structure in a non-equilibrium geometry, with properties calculated with ωB97M-V/def2-TZVPD.

Results
2S+1: 3
Total charge: +1
E_tot: -29588.657 eV
ΔE to the lowest compared entry with this formula, charge and spin: 0.3440 eV
F_max: 4.78 eV/Å

```
25
C6H13CeO5 (ωB97M-V/def2-TZVPD)
O 2.62 -3.54 7.13
C 1.48 -2.81 6.96
C 1.33 -1.56 7.80
O 2.05 -1.76 9.03
C 2.50 -0.61 9.74
C 3.66 -1.09 10.62
O 4.58 -1.83 9.89
Ce 3.96 -3.04 8.46
H 0.62 -3.48 7.15
H 0.28 -1.32 8.00
H 1.78 -0.69 7.29
H 1.68 -0.18 10.33
H 2.85 0.14 9.02
H 3.23 -1.68 11.46
H 4.11 -0.19 11.07
H 1.54 -2.51 5.44
O 2.95 -2.22 3.47
C 1.11 -0.02 3.73
O 0.82 -1.32 3.28
C 1.61 -2.32 3.81
H 0.33 0.64 3.34
H 1.10 0.03 4.83
H 2.09 0.33 3.38
H 1.22 -3.28 3.42
H 3.41 -1.67 4.11
```

***

Entry 2:
Below is a 2-piece molecular cluster, C5H13N2O2 overall in a non-equilibrium geometry, with properties calculated with ωB97M-V/def2-TZVPD.

Results
Total charge: +1
E_tot: -12462.736 eV
ΔE to the lowest compared entry with this formula, charge and spin: 2.3243 eV
F_max: 5.66 eV/Å

```
22
C5H13N2O2 (ωB97M-V/def2-TZVPD)
N 1.39 2.32 0.03
C 0.65 1.00 0.30
C -0.44 0.61 -0.66
C -1.77 0.61 0.17
C -2.18 -0.59 0.52
C 1.86 -0.09 0.46
N 1.30 -1.27 0.89
O 2.95 0.39 0.37
H 1.38 2.51 -1.07
H 2.36 2.24 0.27
H 0.99 3.09 0.47
H -0.06 1.19 1.24
H -0.26 -0.40 -1.06
H -0.58 1.26 -1.63
H -2.40 1.55 0.41
H -1.82 -1.46 0.12
H -3.21 -0.80 0.92
H 0.26 -1.41 0.79
H 1.91 -2.08 0.72
H -0.42 -3.45 -0.69
H -1.32 -2.67 -1.55
O -0.60 -2.55 -1.02
```

***

Entry 3:
Below is one molecule with the formula C5H5NO3 in a non-equilibrium geometry, with properties calculated with ωB97M-V/def2-TZVPD.

Results
Total charge: 0
E_tot: -12895.782 eV
ΔE to the lowest compared entry with this formula, charge and spin: 2.1072 eV
F_max: 3.55 eV/Å

```
14
C5H5NO3 (ωB97M-V/def2-TZVPD)
C -0.16 -1.15 -0.35
C -0.44 1.17 1.70
C 1.69 1.50 0.51
C -0.76 -0.16 -1.32
C 0.34 0.89 0.43
N 0.44 -0.60 0.61
O -1.48 1.76 1.61
O 2.28 2.20 -0.24
O -0.47 1.08 -0.76
H -0.28 -2.28 -0.36
H 0.06 0.77 2.56
H 2.20 1.35 1.46
H -0.29 -0.19 -2.25
H -1.94 -0.39 -1.48
```

***

Entry 4:
Below is one molecule with the formula C4H9NO3 in a non-equilibrium geometry, with properties calculated with ωB97M-V/def2-TZVPD.

Results
Total charge: 0
E_tot: -11923.923 eV
ΔE to the lowest compared entry with this formula, charge and spin: 3.6188 eV
F_max: 4.29 eV/Å

```
17
C4H9NO3 (ωB97M-V/def2-TZVPD)
O 2.54 0.81 -1.56
C 1.54 0.90 -0.88
N 0.69 -0.23 -0.85
C -0.58 -0.53 -0.26
C -0.46 -1.87 0.75
O -0.86 -1.37 2.04
C -1.53 0.64 0.10
O -0.77 1.83 0.24
H 1.33 1.71 -0.22
H 1.05 -1.04 -1.44
H -1.19 -0.97 -1.14
H -1.19 -2.57 0.47
H 0.48 -2.37 0.94
H -1.88 -1.49 2.17
H -2.25 1.03 -0.76
H -2.16 0.48 1.07
H -0.08 1.84 0.84
```

***

> Number 4 is which compound?

C4H9NO3

***

What did the first record say?
Below is C6H13CeO5 as an isolated structure in a non-equilibrium geometry, with properties calculated with ωB97M-V/def2-TZVPD.

Results
2S+1: 3
Total charge: +1
E_tot: -29588.657 eV
ΔE to the lowest compared entry with this formula, charge and spin: 0.3440 eV
F_max: 4.78 eV/Å

```
25
C6H13CeO5 (ωB97M-V/def2-TZVPD)
O 2.62 -3.54 7.13
C 1.48 -2.81 6.96
C 1.33 -1.56 7.80
O 2.05 -1.76 9.03
C 2.50 -0.61 9.74
C 3.66 -1.09 10.62
O 4.58 -1.83 9.89
Ce 3.96 -3.04 8.46
H 0.62 -3.48 7.15
H 0.28 -1.32 8.00
H 1.78 -0.69 7.29
H 1.68 -0.18 10.33
H 2.85 0.14 9.02
H 3.23 -1.68 11.46
H 4.11 -0.19 11.07
H 1.54 -2.51 5.44
O 2.95 -2.22 3.47
C 1.11 -0.02 3.73
O 0.82 -1.32 3.28
C 1.61 -2.32 3.81
H 0.33 0.64 3.34
H 1.10 0.03 4.83
H 2.09 0.33 3.38
H 1.22 -3.28 3.42
H 3.41 -1.67 4.11
```

***

> total charge of number 3 (C5H5NO3)?

0